Record 1
Entry from the Open Molecules 2025 dataset: C41H46ClN4O3P2S2Zr as an isolated structure (ωB97M-V with the def2-TZVPD basis set).

Summary:
Net charge   +1
Energy above the lowest of the compared OMol25 structures with the same formula, charge and spin   554.6 kJ/mol
Molecular weight   895.6 Da
Kohn-Sham gap   7.18 eV
Calculated total energy   -109412.3861 eV

CARTESIAN COORDINATES (ANGSTROEM)
Zr  -0.00187  -0.15590  0.47336
C  1.50574  -0.18406  4.30744
C  0.41333  0.48436  3.52451
N  -0.49672  -0.28200  3.02771
N  -1.81194  0.17571  2.81695
C  -2.34156  0.93468  1.93379
S  -1.60742  1.80725  0.57787
S  -4.10316  0.90586  2.11555
C  -4.59029  2.55160  1.53033
C  -4.43084  3.62014  2.57478
C  -3.19147  4.22294  2.77765
C  -3.03363  5.18629  3.76079
C  -4.11134  5.55917  4.55373
C  -5.34781  4.96517  4.35370
C  -5.50506  4.00074  3.36831
C  0.59118  1.92874  3.26729
C  0.34994  2.96507  4.15916
C  0.64151  4.26921  3.79084
C  1.19435  4.52536  2.54144
C  1.45703  3.49623  1.64904
C  1.15577  2.19430  2.01250
O  1.35444  1.14995  1.15755
H  1.34544  -1.26509  4.39074
H  1.45793  0.19550  5.33235
H  2.50539  0.07676  3.94704
H  -5.63234  2.43099  1.23249
H  -4.02306  2.78410  0.62888
H  -2.34445  3.94062  2.16132
H  -2.06763  5.65301  3.90451
H  -3.98866  6.31399  5.31874
H  -6.19293  5.25368  4.96444
H  -6.47329  3.53815  3.21714
H  -0.08501  2.75606  5.12850
H  0.44518  5.08179  4.47598
H  1.42341  5.54398  2.25770
H  1.87914  3.69467  0.67304
Cl  -1.17628  -6.13077  4.37585
C  -1.19343  -4.81702  3.24350
C  -2.39711  -4.22024  2.89813
C  -2.40837  -3.17051  1.99446
C  -1.21818  -2.73177  1.44286
O  -1.20330  -1.68598  0.58590
C  0.01295  -3.31421  1.78470
C  1.30168  -2.93055  1.15293
O  1.83065  -1.54433  1.71652
C  -0.00224  -4.37034  2.70219
H  -3.31780  -4.57530  3.33951
H  -3.33119  -2.67921  1.71851
H  2.07331  -3.61687  1.51584
H  0.92371  -4.85191  2.99102
C  1.30568  -3.84298  -1.44973
P  1.49243  -2.10379  -0.91040
C  1.75271  -1.49247  -2.70201
N  2.59098  -2.13425  -3.48114
C  2.81408  -1.64189  -4.72881
C  3.72362  -2.30307  -5.59123
C  3.96272  -1.79869  -6.83329
C  3.31284  -0.61590  -7.27718
C  2.43478  0.03728  -6.46752
C  2.16814  -0.47216  -5.17192
N  1.27105  0.16466  -4.37590
C  1.06125  -0.34464  -3.18874
P  -0.25960  0.42960  -2.17972
C  -0.21310  2.17926  -2.63076
C  -1.80663  -0.30271  -2.93285
C  -2.01467  0.25969  -4.34125
C  -1.62764  -1.82193  -2.99495
C  -3.03262  0.02387  -2.07982
C  3.23046  -1.61630  -0.33423
C  3.68970  -0.29821  -0.97692
C  4.24443  -2.71670  -0.67206
C  3.22322  -1.41219  1.18610
H  2.20161  -4.14156  -1.99312
H  0.47703  -3.91248  -2.15714
H  1.11787  -4.51281  -0.61686
H  4.20962  -3.20064  -5.23338
H  4.65597  -2.29924  -7.49560
H  3.51921  -0.23710  -8.26877
H  1.92256  0.93754  -6.77842
H  -0.12020  2.27595  -3.71180
H  0.63770  2.66200  -2.15044
H  -1.12810  2.66151  -2.28589
H  -1.13151  0.17642  -4.97372
H  -2.32109  1.30583  -4.31236
H  -2.82252  -0.30499  -4.81288
H  -0.85165  -2.12011  -3.70193
H  -2.56729  -2.26408  -3.33431
H  -1.40532  -2.24878  -2.01413
H  -3.15958  1.09504  -1.92031
H  -3.00781  -0.45740  -1.10163
H  -3.91237  -0.34154  -2.61526
H  3.93363  -0.43100  -2.02788
H  4.59989  0.04089  -0.47553
H  2.95217  0.50295  -0.88143
H  4.27736  -2.88945  -1.74609
H  3.99869  -3.65909  -0.17915
H  5.24512  -2.41836  -0.34801
H  1.81010  -1.47981  2.69247
H  3.53009  -0.41366  1.48955
H  3.78124  -2.18249  1.71920

Löwdin population analysis, charges in e, atoms 1 to 6: Zr 1.38; C 0.00; C -0.29; N 0.01; N -0.05; C -1.02

---

Record 2
Entry from the Open Molecules 2025 dataset: C16H22N4O2S as an isolated structure (ωB97M-V with the def2-TZVPD basis set).

Summary:
Net charge   0
Energy above the lowest of the compared OMol25 structures with the same formula, charge and spin   160.2 kJ/mol
Molecular weight   334.4 Da
Kohn-Sham gap   9.77 eV
Calculated total energy   -37839.6334 eV

CARTESIAN COORDINATES (ANGSTROEM)
C  -2.02013  0.03828  -3.44235
C  -2.14394  0.69461  -2.08629
C  -2.78799  -0.20287  -1.02469
C  -4.23673  -0.52166  -1.35843
C  -2.03734  -1.45986  -0.92879
N  -1.43692  -2.42793  -0.84209
C  -2.75163  0.56102  0.29602
O  -3.57962  1.41209  0.51279
N  -1.75319  0.23885  1.14970
C  -1.60334  0.90822  2.42119
C  -0.92853  0.01750  3.42751
C  0.34446  0.04342  3.76864
C  1.39741  0.94918  3.21486
N  2.66825  0.27348  2.88271
C  2.74399  -1.06104  2.41536
O  3.19254  -1.97097  3.07116
C  2.17559  -1.33128  1.05066
C  2.61645  -0.40252  -0.01952
C  2.84520  -0.71096  -1.31403
C  3.25276  0.43827  -2.04969
C  3.64196  0.44267  -3.49465
N  3.29824  1.56413  -1.36727
S  2.89309  1.27012  0.19273
H  -1.56272  0.73528  -4.14121
H  -1.39446  -0.85490  -3.39750
H  -2.99208  -0.24613  -3.84862
H  -1.15165  1.00950  -1.74193
H  -2.74915  1.59801  -2.15435
H  -4.71777  -1.05118  -0.53752
H  -4.77482  0.40479  -1.53063
H  -4.29349  -1.14741  -2.24656
H  -1.06163  -0.43771  0.87709
H  -1.07624  1.85919  2.30862
H  -2.60336  1.15080  2.76534
H  -1.58188  -0.67648  3.94835
H  0.68111  -0.62375  4.55926
H  1.02219  1.53432  2.37431
H  1.66923  1.66735  3.98895
H  3.29732  0.34015  3.67714
H  2.43203  -2.35375  0.78977
H  1.08032  -1.31882  1.15649
H  2.74269  -1.70498  -1.72553
H  3.48049  -0.53107  -3.95891
H  3.06671  1.18580  -4.04064
H  4.69655  0.69824  -3.59745

Löwdin population analysis, charges in e, atoms 1 to 6: C -0.09; C -0.19; C -0.43; C -0.01; C -0.19; N 0.19

---

Question: calculated total energy of number 2 (C16H22N4O2S)?
Answer: -37839.6334 eV

---

Question: Which value of energy above the lowest of the compared OMol25 structures with the same formula, charge and spin does entry 2 give?
Answer: 160.2 kJ/mol

---

Question: The highest molecular weight belongs to which entry?
Answer: C41H46ClN4O3P2S2Zr